1.
Entry from the OMol25 dataset: an isolated molecule of C19H29N3O2 (ωB97M-V with the def2-TZVPD basis set).

Calculated values
2S+1 = 1
gap between HOMO and LUMO = 9.3 eV
charge = 0
HOMO level = -8.5 eV
energy above the lowest of the compared OMol25 structures with the same formula, charge and spin = 0.00 kJ/mol
SMILES string = CCCCNC(=O)C1(NC(=O)Nc2ccc(C)cc2)CCCCC1

CARTESIAN COORDINATES (ANGSTROEM)
C  3.176  1.916  -3.669
C  2.544  0.600  -4.108
C  3.092  -0.616  -3.360
C  2.904  -0.542  -1.841
N  1.526  -0.300  -1.484
C  0.736  -1.244  -0.959
O  1.103  -2.378  -0.713
C  -0.707  -0.755  -0.660
N  -0.648  0.203  0.446
C  -0.155  1.459  0.411
O  0.304  2.007  -0.583
N  -0.224  2.162  1.592
C  -0.524  1.726  2.886
C  -1.230  2.574  3.738
C  -1.528  2.183  5.027
C  -1.136  0.938  5.508
C  -1.459  0.527  6.912
C  -0.412  0.108  4.664
C  -0.098  0.492  3.373
C  -1.369  -0.125  -1.894
C  -1.536  -1.158  -3.003
C  -2.418  -2.304  -2.522
C  -1.798  -2.957  -1.292
C  -1.562  -1.935  -0.182
H  4.262  1.850  -3.706
H  2.860  2.721  -4.327
H  2.877  2.176  -2.657
H  1.462  0.655  -3.969
H  2.729  0.453  -5.175
H  4.159  -0.723  -3.566
H  2.587  -1.511  -3.729
H  3.524  0.254  -1.421
H  3.197  -1.495  -1.393
H  1.188  0.656  -1.525
H  -1.064  -0.103  1.312
H  -0.071  3.154  1.474
H  -1.542  3.544  3.379
H  -2.078  2.853  5.672
H  -2.472  0.825  7.177
H  -0.775  1.011  7.610
H  -1.364  -0.549  7.034
H  -0.074  -0.854  5.022
H  0.508  -0.156  2.757
H  -0.789  0.726  -2.248
H  -2.351  0.251  -1.594
H  -1.979  -0.682  -3.880
H  -0.557  -1.548  -3.289
H  -2.535  -3.046  -3.314
H  -3.411  -1.918  -2.275
H  -0.843  -3.408  -1.559
H  -2.452  -3.746  -0.916
H  -1.055  -2.426  0.651
H  -2.523  -1.547  0.170

---

2.
Entry from the OMol25 dataset: a structure of composition C17H26ClNOTc at a distorted geometry (ωB97M-V with the def2-TZVPD basis set).

Calculated values
2S+1 = 4
gap between HOMO and LUMO (spin up / spin down) = 4.8 / 6.4 eV
charge = +2
HOMO level (spin up / spin down) = -13.0 / -14.7 eV
expectation value of S² = 3.80

CARTESIAN COORDINATES (ANGSTROEM)
C  0.220  0.729  -5.969
C  1.617  1.246  -5.874
C  -0.035  -0.732  -6.004
C  -0.914  1.699  -5.906
Cl  0.469  1.432  -2.404
H  -0.076  -1.108  -7.075
H  -0.984  -0.968  -5.478
H  0.757  -1.272  -5.441
H  2.051  1.498  -6.878
H  2.266  0.503  -5.381
H  1.669  2.149  -5.245
H  -1.199  2.083  -6.923
H  -0.666  2.561  -5.268
H  -1.791  1.224  -5.438
C  1.743  -1.290  0.628
C  0.751  -1.839  -0.237
C  1.089  -1.520  -1.617
H  0.040  -2.612  0.093
C  2.327  -0.749  -1.544
C  2.626  -0.523  -0.179
H  3.454  0.088  0.214
H  1.900  -1.555  1.696
H  0.719  -2.078  -2.466
H  2.948  -0.407  -2.363
C  -2.255  1.181  -0.268
C  -1.911  0.011  0.522
C  -1.846  -1.102  -0.417
H  -1.808  -0.057  1.604
C  -2.043  -0.593  -1.754
C  -2.327  0.812  -1.634
H  -2.608  1.501  -2.436
H  -2.468  2.171  0.151
H  -1.733  -2.120  -0.110
H  -2.119  -1.213  -2.633
Tc  -0.194  -0.002  -0.884
C  2.493  1.899  3.004
N  1.067  2.145  3.118
C  0.472  2.815  4.275
C  0.312  1.880  2.049
O  0.836  1.507  0.971
H  2.982  2.268  3.908
H  2.905  2.411  2.119
H  2.692  0.825  2.891
H  -0.011  3.753  3.950
H  -0.301  2.173  4.720
H  1.256  3.029  5.006
H  -0.778  2.024  2.182

---

3.
Entry from the OMol25 dataset: a structure of composition C13H19AuNSi at a distorted geometry (ωB97M-V with the def2-TZVPD basis set).

Calculated values
2S+1 = 3
gap between HOMO and LUMO (spin up / spin down) = 6.1 / 4.5 eV
charge = -1
HOMO level (spin up / spin down) = -3.1 / -2.8 eV
expectation value of S² = 2.02

CARTESIAN COORDINATES (ANGSTROEM)
C  0.061  -1.767  -3.895
C  -1.204  -1.581  -3.300
C  -1.103  -1.989  -1.893
C  0.283  -2.414  -1.687
C  0.965  -2.281  -2.913
Au  -0.539  0.104  -1.323
C  -0.848  1.764  -2.589
C  0.538  2.028  -3.091
C  0.716  2.858  -4.184
N  1.481  1.372  -2.294
H  -1.941  -2.216  -1.239
H  -2.117  -1.272  -3.806
H  0.686  -2.815  -0.760
H  1.994  -2.583  -3.110
H  0.301  -1.613  -4.947
H  -1.555  1.498  -3.377
H  2.433  1.338  -2.668
H  -1.207  2.541  -1.905
H  -0.184  3.154  -4.711
H  1.700  3.196  -4.482
C  1.522  -0.854  4.188
Si  -0.022  0.065  3.667
C  -1.535  -0.864  4.266
C  0.006  1.825  4.300
C  -0.125  0.119  1.850
C  -0.312  0.122  0.632
H  1.595  -0.908  5.282
H  2.422  -0.356  3.805
H  1.511  -1.878  3.792
H  -1.587  -0.901  5.361
H  -2.447  -0.383  3.887
H  -1.521  -1.893  3.882
H  0.898  2.349  3.933
H  -0.874  2.370  3.933
H  0.007  1.864  5.396

---

4.
Entry from the OMol25 dataset: a structure of composition C7H9N at a distorted geometry (ωB97M-V with the def2-TZVPD basis set).

Calculated values
2S+1 = 1
gap between HOMO and LUMO = 9.9 eV
charge = 0
HOMO level = -9.7 eV
energy above the lowest of the compared OMol25 structures with the same formula, charge and spin = 754.88 kJ/mol

CARTESIAN COORDINATES (ANGSTROEM)
C  -1.524  0.550  0.582
C  -0.216  0.061  0.183
C  0.736  0.481  1.207
C  1.769  1.382  0.995
C  -0.302  -1.479  -0.336
C  0.348  -1.992  -1.485
C  0.006  0.707  -1.080
H  -2.110  0.698  -0.633
H  -2.147  -0.183  1.250
H  -1.546  1.529  0.946
H  0.473  0.240  2.265
H  2.278  1.650  -0.027
H  2.153  1.874  1.982
H  -0.886  -1.878  0.493
H  0.304  -2.963  -1.480
H  0.496  -1.285  -2.397
N  0.167  0.608  -2.465

---

5.
Entry from the OMol25 dataset: a cluster of 2 separate species, C7H12O in total at a distorted geometry (ωB97M-V with the def2-TZVPD basis set).

Calculated values
2S+1 = 1
gap between HOMO and LUMO = 9.9 eV
charge = 0
HOMO level = -8.9 eV
energy above the lowest of the compared OMol25 structures with the same formula, charge and spin = 495.21 kJ/mol
SMILES string = C=C/C=C(/C)C=C.O

CARTESIAN COORDINATES (ANGSTROEM)
C  -1.223  -1.866  -1.177
C  -0.048  -1.939  -0.491
C  0.444  -1.130  0.647
C  0.508  0.092  0.973
C  1.090  0.507  2.283
C  -0.217  1.256  0.239
C  -1.524  1.156  0.160
H  -1.756  -1.011  -0.916
H  -1.439  -2.488  -1.946
H  0.768  -2.611  -0.759
H  0.901  -1.811  1.282
H  0.323  1.316  2.691
H  1.281  -0.322  3.027
H  1.935  1.132  2.308
H  0.378  2.266  0.200
H  -2.337  0.533  0.497
H  -2.150  2.111  -0.091
O  1.200  0.918  -2.955
H  1.043  1.020  -3.758
H  0.821  0.870  -2.215

---

6.
Entry from the OMol25 dataset: a structure of composition C15H18ClIrN3O2SbSe4 at a distorted geometry (ωB97M-V with the def2-TZVPD basis set).

Calculated values
2S+1 = 1
gap between HOMO and LUMO = 5.1 eV
charge = -2
HOMO level = -1.1 eV
energy above the lowest of the compared OMol25 structures with the same formula, charge and spin = 45.39 kJ/mol

CARTESIAN COORDINATES (ANGSTROEM)
Ir  -1.048  0.207  -2.307
O  -2.315  1.382  -1.048
C  -2.658  1.130  0.150
C  -3.154  2.208  0.952
C  -3.542  2.049  2.255
C  -3.468  0.797  2.884
C  -3.004  -0.267  2.142
C  -2.610  -0.147  0.802
C  -2.167  -1.340  0.098
N  -1.415  -1.413  -0.985
C  -1.238  -2.740  -1.290
C  -1.878  -3.498  -0.366
N  -2.461  -2.604  0.509
H  -3.195  3.175  0.466
H  -3.899  2.910  2.812
H  -3.752  0.670  3.920
H  -2.911  -1.232  2.632
H  -0.670  -3.029  -2.158
H  -1.990  -4.562  -0.262
H  -3.078  -2.825  1.267
Se  3.450  2.015  -3.985
Sb  1.356  1.069  -4.791
Se  0.614  -1.029  -3.552
Se  -0.607  2.139  -3.696
Se  1.272  0.931  -7.208
Cl  -2.890  -0.506  -3.458
O  0.562  0.674  -0.433
C  1.101  -0.173  0.253
C  1.000  -0.146  1.756
C  2.116  0.852  2.149
C  3.502  0.638  1.497
C  3.593  0.909  -0.024
C  3.180  -0.291  -0.891
N  2.085  -1.004  -0.221
H  1.190  -1.135  2.184
H  0.027  0.218  2.085
H  2.226  0.847  3.237
H  1.766  1.849  1.868
H  3.857  -0.378  1.716
H  4.197  1.311  2.007
H  4.607  1.213  -0.291
H  2.946  1.754  -0.272
H  4.002  -1.003  -0.996
H  2.886  0.014  -1.894
H  2.412  -1.643  0.486

---

7.
Entry from the OMol25 dataset: an isolated molecule of C13H25ClNO3P at a distorted geometry (ωB97M-V with the def2-TZVPD basis set).

Calculated values
2S+1 = 1
gap between HOMO and LUMO = 9.8 eV
charge = 0
HOMO level = -9.0 eV
energy above the lowest of the compared OMol25 structures with the same formula, charge and spin = 0.00 kJ/mol
SMILES string = C=C(Cl)CO[P@](=O)(OCCCCCC)N1CCCC1

CARTESIAN COORDINATES (ANGSTROEM)
C  -1.832  -4.756  1.712
C  -2.358  -4.499  0.474
Cl  -1.664  -5.191  -0.968
C  -3.570  -3.570  0.242
O  -3.258  -2.499  -0.667
P  -2.870  -1.086  0.077
O  -3.840  -0.671  1.119
O  -2.656  0.016  -1.120
C  -2.501  1.308  -0.564
C  -1.977  2.315  -1.594
C  -0.599  1.981  -2.212
C  0.551  2.113  -1.211
C  1.872  1.717  -1.807
C  2.913  1.355  -0.765
N  -1.371  -1.359  0.877
C  -1.354  -1.253  2.332
C  0.060  -1.712  2.601
C  0.837  -1.383  1.335
C  -0.117  -1.713  0.234
H  -0.983  -5.414  1.820
H  -2.314  -4.389  2.606
H  -3.976  -3.231  1.205
H  -4.344  -4.195  -0.161
H  -1.812  1.230  0.289
H  -3.487  1.648  -0.201
H  -1.952  3.311  -1.121
H  -2.703  2.326  -2.395
H  -0.601  0.990  -2.652
H  -0.391  2.701  -2.992
H  0.555  3.156  -0.836
H  0.381  1.493  -0.361
H  2.273  2.496  -2.406
H  1.726  0.841  -2.418
H  2.854  0.283  -0.527
H  2.768  1.927  0.142
H  3.893  1.514  -1.135
H  -2.116  -1.853  2.843
H  -1.470  -0.180  2.674
H  0.450  -1.268  3.486
H  0.155  -2.787  2.777
H  1.116  -0.335  1.295
H  1.752  -1.959  1.210
H  0.138  -1.167  -0.684
H  -0.107  -2.750  0.036

---

8.
Entry from the OMol25 dataset: the ion C26H35ClNO9 with charge +1 at a distorted geometry (ωB97M-V with the def2-TZVPD basis set).

Calculated values
2S+1 = 1
gap between HOMO and LUMO = 8.1 eV
charge = +1
HOMO level = -12.3 eV
SMILES string = C=CC(=O)OCCCCCCc1c(Cl)[nH+]c(COC(C)=O)c(CCCOC(C)=O)c1CC(=O)OC(C)=O

CARTESIAN COORDINATES (ANGSTROEM)
C  3.951  -0.818  2.138
C  3.677  -2.087  1.828
C  2.762  -2.875  2.694
O  3.132  -3.907  3.167
O  1.504  -2.370  2.940
C  0.605  -2.833  1.920
C  -0.823  -2.350  2.178
C  -1.029  -1.399  3.371
C  -2.383  -0.664  3.241
C  -2.350  0.840  3.528
C  -1.799  1.757  2.410
C  -1.932  1.197  1.024
C  -3.138  1.238  0.371
Cl  -4.549  1.904  1.048
N  -3.268  0.753  -0.869
C  -2.256  0.196  -1.559
C  -2.615  -0.299  -2.938
O  -2.814  -1.700  -2.925
C  -3.968  -2.111  -2.276
C  -5.282  -1.828  -2.939
O  -3.871  -2.687  -1.236
C  -1.007  0.107  -0.987
C  0.145  -0.530  -1.727
C  0.569  0.134  -3.057
C  2.057  -0.139  -3.325
O  2.856  0.999  -3.002
C  3.633  1.422  -4.075
C  3.024  2.524  -4.898
O  4.687  0.915  -4.302
C  -0.856  0.627  0.316
C  0.500  0.613  0.982
C  1.199  1.918  0.627
O  0.602  2.947  0.501
O  2.539  1.799  0.499
C  3.266  2.873  1.110
C  3.476  2.735  2.585
O  3.654  3.771  0.452
H  4.903  -0.357  1.914
H  3.205  -0.233  2.665
H  4.113  -2.557  0.956
H  0.626  -3.925  1.920
H  0.986  -2.530  0.937
H  -1.421  -3.235  2.396
H  -1.256  -1.937  1.264
H  -1.071  -2.024  4.261
H  -0.202  -0.708  3.523
H  -2.853  -0.906  2.285
H  -3.038  -1.082  4.006
H  -1.697  0.987  4.390
H  -3.340  1.153  3.852
H  -2.373  2.685  2.439
H  -0.771  2.058  2.566
H  -4.178  0.827  -1.308
H  -3.519  0.223  -3.272
H  -1.847  -0.044  -3.655
H  -6.027  -1.629  -2.173
H  -5.601  -2.688  -3.523
H  -5.245  -0.968  -3.607
H  1.023  -0.516  -1.093
H  -0.089  -1.582  -1.903
H  0.037  -0.317  -3.892
H  0.378  1.206  -3.036
H  2.206  -0.451  -4.359
H  2.385  -0.983  -2.713
H  2.835  2.166  -5.907
H  3.697  3.377  -4.914
H  2.083  2.843  -4.455
H  0.390  0.618  2.062
H  1.110  -0.240  0.710
H  2.863  1.945  3.013
H  4.520  2.477  2.754
H  3.267  3.677  3.081

---

9.
Entry from the OMol25 dataset: a structure of composition C54H56BrF4N4OPTb at a distorted geometry (ωB97M-V with the def2-TZVPD basis set).

Calculated values
2S+1 = 7
gap between HOMO and LUMO (spin up / spin down) = 4.4 / 4.5 eV
charge = +1
HOMO level (spin up / spin down) = -7.9 / -9.5 eV
expectation value of S² = 13.09

CARTESIAN COORDINATES (ANGSTROEM)
Tb  -0.107  0.681  -0.073
C  -3.475  -4.630  1.621
C  -2.468  -3.956  2.578
C  -2.302  -2.493  2.245
C  -3.222  -1.433  2.480
C  -4.537  -1.417  3.168
C  -5.743  -1.384  2.242
C  -2.673  -0.275  1.791
C  -3.285  0.995  1.780
C  -2.865  2.127  0.989
C  -3.524  3.421  0.987
C  -4.600  3.854  1.944
C  -3.959  4.203  3.289
C  -2.920  4.198  -0.054
C  -1.963  3.277  -0.694
C  -1.136  3.588  -1.767
C  -0.299  2.729  -2.553
N  0.401  1.666  -2.028
C  0.959  0.995  -3.112
C  1.625  -0.289  -3.060
C  1.344  -1.390  -2.180
N  0.747  -1.252  -0.925
C  0.516  -2.529  -0.397
C  -0.296  -2.791  0.770
C  -1.313  -1.980  1.331
N  -1.501  -0.638  1.063
C  1.031  -3.508  -1.295
C  1.605  -2.781  -2.435
C  2.272  -3.366  -3.653
C  3.751  -3.777  -3.621
C  1.106  -4.994  -1.108
C  -0.319  -5.628  -1.117
C  0.572  1.691  -4.290
C  -0.168  2.825  -3.986
C  -0.937  3.734  -4.891
C  -2.012  2.945  -5.714
C  0.982  1.174  -5.698
C  0.396  -0.236  -6.024
N  -1.924  2.062  0.008
C  -3.121  5.632  -0.374
C  -1.879  6.502  -0.492
H  -3.739  -5.645  1.852
H  -3.098  -4.662  0.611
H  -4.392  -3.982  1.678
H  -1.474  -4.441  2.549
H  -2.781  -4.026  3.634
H  -4.537  -0.533  3.858
H  -4.612  -2.324  3.779
H  -5.839  -0.477  1.640
H  -6.692  -1.356  2.838
H  -5.721  -2.240  1.535
H  -3.962  1.287  2.629
H  -5.318  2.960  2.086
H  -5.239  4.644  1.480
H  -3.391  3.278  3.626
H  -4.696  4.417  4.060
H  -3.236  5.025  3.160
H  -1.289  4.624  -2.151
H  2.416  -0.441  -3.752
H  -0.127  -3.731  1.291
H  2.029  -2.748  -4.539
H  1.631  -4.213  -3.903
H  4.339  -2.904  -3.354
H  4.051  -4.060  -4.618
H  3.897  -4.558  -2.841
H  1.556  -5.198  -0.126
H  1.737  -5.411  -1.901
H  -0.885  -5.375  -0.211
H  -0.438  -6.713  -1.291
H  -0.827  -5.105  -1.969
H  -0.199  4.226  -5.571
H  -1.479  4.530  -4.321
H  -1.586  1.943  -5.896
H  -2.268  3.526  -6.644
H  -2.954  2.718  -5.165
H  2.065  1.072  -5.794
H  0.631  1.930  -6.438
H  0.016  -0.670  -5.126
H  1.246  -0.805  -6.376
H  -0.433  -0.239  -6.748
H  -3.867  6.056  0.271
H  -3.559  5.723  -1.372
H  -1.637  7.017  0.434
H  -1.928  7.168  -1.329
H  -0.949  5.959  -0.616
F  1.828  3.640  6.627
C  1.988  2.654  5.625
C  2.803  1.533  5.780
F  3.287  1.206  7.010
C  3.184  0.837  4.640
F  4.272  0.037  4.779
C  2.602  1.034  3.381
P  2.510  -0.093  1.896
C  2.893  -1.657  2.575
C  3.618  -2.588  1.868
C  3.735  -3.888  2.272
C  3.114  -4.301  3.446
C  2.432  -3.378  4.252
C  2.294  -2.061  3.810
C  4.034  0.390  1.012
C  5.344  -0.012  1.360
C  6.408  0.360  0.558
C  6.178  1.108  -0.616
C  4.925  1.594  -0.914
C  3.828  1.206  -0.122
C  1.647  2.107  3.331
Br  1.088  2.807  1.612
C  1.317  2.863  4.441
F  0.443  3.861  4.234
H  4.156  -2.227  1.007
H  4.321  -4.534  1.647
H  3.220  -5.321  3.843
H  2.014  -3.640  5.212
H  1.867  -1.335  4.502
H  5.578  -0.546  2.266
H  7.438  0.106  0.827
H  7.042  1.254  -1.250
H  4.734  2.336  -1.696
H  2.851  1.642  -0.311
O  -1.817  -0.039  -1.965
H  -1.665  -0.395  -2.847
H  -2.734  -0.362  -1.796